No. 1
ORCA calculation (ωB97M-V/def2-TZVPD) on a cluster of 2 separate species, ClH2O2PS in total at a distorted geometry.

## Properties
SMILES: O=P(O)=S.Cl
LUMO (eV): -0.22
Orbital gap (Ha): 0.364
Highest occupied orbital energy (eV): -10.123
Multiplicity: 1
Total charge: 0

Cartesian coordinates (Å):
O1 2.6036 0.9448 1.0447
O2 2.5348 -1.1179 -0.5071
P1 3.3595 0.0867 0.2063
S1 5.1545 0.0155 -0.4699
Cl1 -1.4313 -0.9831 0.2557
H1 -1.0617 -1.8954 0.9181
H2 1.6587 -1.2984 -0.2193


No. 2
ORCA calculation (ωB97M-V/def2-TZVPD) on a cluster of 2 separate species, ClH2O3PS in total at a distorted geometry.

## Properties
SMILES: S=P1(Cl)OO1.O
LUMO (eV): -0.55
Orbital gap (Ha): 0.376
Highest occupied orbital energy (eV): -10.776
Multiplicity: 1
Total charge: 0

Cartesian coordinates (Å):
O1 -0.5881 -0.0268 -1.3469
O2 2.7639 0.1136 0.6879
O3 -2.0004 -0.0506 -1.6135
P1 -1.6175 0.2721 -0.0907
S1 -1.7882 1.9353 0.8151
Cl1 -1.9211 -1.5372 0.7903
H1 3.2255 -0.7249 0.5843
H2 1.9259 0.0186 0.1736


No. 3
ORCA calculation (ωB97M-V/def2-TZVPD) on a structure of composition ClH36NaO18 at a distorted geometry.

## Properties
LUMO (eV): -1.14
Orbital gap (Ha): 0.309
Highest occupied orbital energy (eV): -9.552
Multiplicity: 1
Total charge: 0

Cartesian coordinates (Å):
Na1 1.0516 2.1679 1.6154
Cl1 0.0314 -0.0932 0.1330
O1 1.7111 -4.7082 1.7279
H1 0.8523 -4.2962 1.6331
H2 1.8324 -4.7955 2.6733
O2 1.4273 2.5289 -2.0216
H3 0.8602 1.8944 -1.5834
H4 1.6533 2.1140 -2.8541
O3 -0.4367 -0.6214 -5.0333
H5 -0.4996 -0.3707 -5.9549
H6 0.0155 0.1116 -4.6155
O4 0.1449 5.2048 -1.9444
H7 0.5371 4.3327 -1.9019
H8 -0.7905 5.0542 -1.8085
O5 -2.6551 -0.9030 -1.7122
H9 -1.7048 -0.7929 -1.7453
H10 -2.8820 -0.7551 -0.7941
O6 3.6406 0.0081 2.6710
H11 3.5194 0.6833 2.0035
H12 3.9499 0.4848 3.4413
O7 2.2375 -3.1998 -0.7096
H13 1.4982 -2.5924 -0.7360
H14 2.2134 -3.5690 0.1731
O8 1.3590 1.2006 3.8170
H15 0.6454 0.7006 4.2132
H16 2.0150 1.2731 4.5103
O9 -0.1057 4.2021 0.8034
H17 -0.8791 4.2830 0.2452
H18 0.4843 4.8908 0.4972
O10 -3.0439 -3.8518 1.7445
H19 -2.0953 -3.7788 1.6388
H20 -3.2764 -3.1306 2.3293
O11 -2.2557 4.0800 -1.4166
H21 -2.9797 4.3225 -1.9939
H22 -2.5438 3.2688 -0.9981
O12 -3.5092 -0.4412 0.9418
H23 -2.7011 0.0699 0.8963
H24 -3.3974 -0.9989 1.7116
O13 -0.4847 -2.7675 1.9402
H25 -0.4444 -2.0610 1.2956
H26 0.1857 -2.5423 2.5853
O14 1.8163 -0.6299 -2.8415
H27 2.5596 -1.2237 -2.7361
H28 1.5815 -0.3784 -1.9483
O15 -0.7018 -2.9813 -3.8599
H29 -1.6535 -2.9003 -3.7973
H30 -0.3848 -2.0783 -3.8783
O16 1.6502 -2.0284 3.7623
H31 2.3957 -1.4448 3.6211
H32 2.0177 -2.7782 4.2303
O17 -5.1511 1.1616 -0.6100
H33 -5.2541 1.9734 -0.1134
H34 -4.5897 0.6141 -0.0612
O18 3.3625 1.8920 0.6057
H35 3.4591 1.4286 -0.2263
H36 3.7118 2.7667 0.4352


No. 4
ORCA calculation (ωB97M-V/def2-TZVPD) on a cluster of 20 separate species, ClH38O23 in total at a distorted geometry.

## Properties
LUMO (eV): 2.07
Orbital gap (Ha): 0.349
Highest occupied orbital energy (eV): -7.422
Multiplicity: 1
Total charge: -1

Cartesian coordinates (Å):
Cl1 0.2756 0.1605 0.1681
O1 1.6136 0.7215 -0.1189
O2 -0.8234 1.0355 -0.4019
O3 0.2486 -1.1845 -0.4809
O4 0.1356 -0.0295 1.6501
O5 -2.4364 1.6165 2.0971
H1 -2.9724 1.6185 1.2811
H2 -1.5694 1.9255 1.7991
O6 3.4486 3.3475 0.2201
H3 3.8676 2.5405 -0.0959
H4 3.3406 3.2285 1.1811
O7 0.1496 -1.2405 -3.4219
H5 0.8866 -1.7355 -3.8229
H6 -0.3914 -1.7345 -2.7809
O8 -2.7074 0.0195 -2.0869
H7 -2.5424 0.4955 -2.9059
H8 -3.3094 -0.6295 -2.4559
O9 -2.7724 -1.0235 0.4711
H9 -3.4944 -0.6355 0.9011
H10 -2.7024 -0.5995 -0.4059
O10 -2.5964 3.1005 -1.2999
H11 -1.8654 2.4465 -1.2559
H12 -3.1414 2.9295 -2.0709
O11 -4.4014 1.3585 -0.1459
H13 -3.6294 1.5685 -0.6239
H14 -4.7214 0.5635 -0.5599
O12 1.0776 -4.1575 0.4671
H15 1.2156 -3.4745 1.1331
H16 1.7786 -4.0705 -0.1309
O13 1.1896 0.2635 4.1351
H17 0.6766 0.9325 4.6101
H18 0.8866 0.3565 3.2221
O14 3.9946 1.0075 -1.0839
H19 3.1186 0.8075 -0.7699
H20 3.9716 1.6175 -1.8919
O15 0.9856 3.7205 -0.8379
H21 0.7666 3.1095 -1.5639
H22 1.8976 3.5075 -0.5909
O16 2.5126 -1.6575 -1.8329
H23 1.6146 -1.3095 -1.7269
H24 2.7516 -1.0655 -2.5229
O17 0.4176 2.8085 1.8461
H25 1.2626 2.7635 2.2871
H26 0.6616 2.4955 1.0021
O18 3.1416 -1.8845 0.8081
H27 2.9426 -1.6375 -0.1119
H28 3.1506 -1.1115 1.3491
O19 0.2296 1.7375 -2.6249
H29 0.8796 1.1065 -2.9579
H30 -0.0974 1.4185 -1.8169
O20 -1.5424 -2.9805 -2.0149
H31 -1.3184 -2.8455 -1.0909
H32 -0.9374 -3.6795 -2.2529
O21 -1.7134 -0.9375 3.2031
H33 -1.3984 -0.7695 4.0961
H34 -1.2554 -0.3205 2.6621
O22 0.8886 -2.5035 2.7321
H35 1.7336 -2.1665 3.0441
H36 0.3306 -1.7515 2.5401
O23 -1.5164 -3.3435 0.6061
H37 -1.6384 -2.4185 0.7581
H38 -0.5504 -3.4335 0.4861


No. 5
ORCA calculation (ωB97M-V/def2-TZVPD) on an isolated molecule of ClH3SSi at a distorted geometry.

## Properties
SMILES: S[SiH2]Cl
LUMO (eV): 0.38
Orbital gap (Ha): 0.352
Highest occupied orbital energy (eV): -9.201
Multiplicity: 1
Total charge: 0

Cartesian coordinates (Å):
Si1 0.0068 0.6426 -0.2913
S1 0.1224 -1.7863 -0.0145
Cl1 -1.9615 0.8444 -0.2048
H1 0.5980 1.3298 0.7726
H2 0.9747 0.6851 -1.5268
H3 0.2595 -1.7157 1.2648


No. 6
ORCA calculation (ωB97M-V/def2-TZVPD) on an isolated molecule of ClH3SSi at a distorted geometry.

## Properties
SMILES: S[SiH2]Cl
LUMO (eV): 0.56
Orbital gap (Ha): 0.383
Highest occupied orbital energy (eV): -9.864
Multiplicity: 1
Total charge: 0

Cartesian coordinates (Å):
Si1 -0.4809 -0.2185 0.2007
S1 0.9883 1.3161 0.0569
Cl1 -2.2444 0.6062 0.0496
H1 -0.4168 -1.2309 -0.8255
H2 0.0992 -0.7544 1.5731
H3 1.7416 1.0751 1.2430


No. 7
ORCA calculation (ωB97M-V/def2-TZVPD) on a structure of composition ClH4Na4O2.

## Properties
LUMO (eV): -9.74
Orbital gap (Ha): 0.252
Highest occupied orbital energy (eV): -16.589
Multiplicity: 1
Total charge: +3

Cartesian coordinates (Å):
Na1 -3.1403 1.5119 -5.4338
Na2 -4.7881 0.3195 0.7539
Na3 -0.0128 4.3253 -1.0591
Na4 2.2345 -0.8376 -4.1740
Cl1 -1.1584 0.0403 -1.7040
O1 -0.7252 0.4851 3.9139
H1 -1.6150 0.5684 4.2569
H2 -0.8280 0.0003 3.0951
O2 3.5190 -1.8541 -0.0870
H3 2.5800 -2.0052 0.0210
H4 3.9342 -2.5538 0.4172


No. 8
ORCA calculation (ωB97M-V/def2-TZVPD) on a structure of composition ClH4O3V at a distorted geometry.

## Properties
LUMO (alpha / beta) (eV): -2.44 / -2.47
Orbital gap (alpha / beta) (Ha): 0.290 / 0.295
Highest occupied orbital energy (alpha / beta) (eV): -10.325 / -10.502
Multiplicity: 3
Total charge: 0

Cartesian coordinates (Å):
O1 2.9912 -1.4413 -0.8998
V1 1.9066 -1.2470 -2.1169
Cl1 -0.2628 -0.8965 -0.7635
O2 -1.4332 2.4455 -0.7953
H1 -1.2005 1.6084 -0.3936
H2 -1.6333 2.2275 -1.7056
O3 -0.2014 -1.2021 2.4582
H3 -0.4505 -1.0882 1.5410
H4 0.2839 -0.4062 2.6756


No. 9
ORCA calculation (ωB97M-V/def2-TZVPD) on a structure of composition ClH6NSi2 at a distorted geometry.

## Properties
LUMO (eV): -2.12
Orbital gap (Ha): 0.306
Highest occupied orbital energy (eV): -10.452
Multiplicity: 1
Total charge: 0

Cartesian coordinates (Å):
N1 0.6253 0.0435 0.6110
Si1 0.1841 -1.5593 0.1128
Si2 0.0661 1.5173 -0.0024
Cl1 2.7654 0.2871 0.4137
H1 1.4078 -2.3729 0.5498
H2 -0.0941 -1.7850 -1.2987
H3 -1.1574 -1.8124 0.8825
H4 0.1419 1.6350 -1.5976
H5 -1.3297 1.6553 0.5308
H6 0.9901 2.3104 0.6576


No. 10
ORCA calculation (ωB97M-V/def2-TZVPD) on a structure of composition ClH8O5V at a distorted geometry.

## Properties
LUMO (alpha / beta) (eV): -0.70 / -0.74
Orbital gap (alpha / beta) (Ha): 0.180 / 0.257
Highest occupied orbital energy (alpha / beta) (eV): -5.611 / -7.734
Multiplicity: 3
Total charge: 0

Cartesian coordinates (Å):
O1 -2.0968 0.8736 -0.3240
V1 -0.6637 0.4617 0.2082
Cl1 -0.8263 2.0754 2.2334
O2 -0.3409 -1.0034 -1.4479
H1 -0.7002 -0.8301 -2.3181
H2 0.3806 -1.6129 -1.6032
O3 1.5021 -0.1355 0.6757
H3 1.7455 -0.9975 1.0134
H4 2.3372 0.3035 0.5141
O4 -0.9615 -1.3962 1.5670
H5 -1.2909 -2.2270 1.2243
H6 -0.6180 -1.6135 2.4336
O5 0.3436 1.8079 -1.1211
H7 0.7034 1.5400 -1.9667
H8 0.4859 2.7539 -1.0886


No. 11
ORCA calculation (ωB97M-V/def2-TZVPD) on an isolated molecule of ClHNO2P at a distorted geometry.

## Properties
LUMO (alpha / beta) (eV): -1.02 / -3.34
Orbital gap (alpha / beta) (Ha): 0.203 / 0.261
Highest occupied orbital energy (alpha / beta) (eV): -6.538 / -10.437
Multiplicity: 3
Total charge: 0

Cartesian coordinates (Å):
N1 -0.2408 0.9836 0.2553
O1 0.8435 1.3694 -0.0606
O2 -1.2382 1.5706 0.5254
P1 -0.3506 -1.2217 0.2568
Cl1 1.5929 -1.5766 0.1541
H1 -0.6068 -1.1254 -1.1310


No. 12
ORCA calculation (ωB97M-V/def2-TZVPD) on a cluster of 2 separate species, ClHNO2S2 in total at a distorted geometry.

## Properties
LUMO (alpha / beta) (eV): 3.09 / 3.09
Orbital gap (alpha / beta) (Ha): 0.244 / 0.244
Highest occupied orbital energy (alpha / beta) (eV): -3.539 / -3.538
Multiplicity: 1
Total charge: -1

Cartesian coordinates (Å):
N1 -0.8777 -0.2639 2.1392
O1 0.8264 -0.6976 -1.9195
O2 2.6535 0.6746 -1.0250
S1 -0.3884 -0.4789 0.6854
S2 1.2026 0.6260 -1.4053
Cl1 -1.6006 0.8575 -0.7373
H1 -1.8157 -0.7177 2.2626